The following is a DFT calculation (ωB97M-V with the def2-TZVPD basis set) of a structure of composition C46H51IN4O6Se2Zr.

The LUMO energy (spin up / spin down) comes out at -0.036 / -0.037 Ha. The calculation puts the HOMO energy (spin up / spin down) at -5.589 / -5.575 eV. As for the gap between HOMO and LUMO (spin up / spin down): 4.596 / 4.581 eV. The total energy comes out at -7601.594625 a.u.

Geometry (Å):
Zr1 -0.146 0.005 -0.232
C1 -4.032 0.396 1.928
C2 -4.079 0.893 0.519
N1 -5.257 0.994 -0.078
C3 -5.314 1.388 -1.356
C4 -4.205 1.696 -2.117
C5 -4.321 2.109 -3.558
O1 -5.612 1.765 -4.043
C6 -2.946 1.600 -1.495
C7 -1.735 1.995 -2.198
N2 -0.496 1.696 -1.892
C8 0.518 2.147 -2.738
C9 0.285 2.308 -4.109
C10 1.212 2.807 -4.987
C11 2.468 3.215 -4.436
C12 2.756 3.121 -3.126
C13 1.794 2.614 -2.064
I1 0.859 2.454 2.111
C14 -2.899 1.204 -0.166
O2 -1.695 1.125 0.432
H1 -5.038 0.113 2.229
H2 -3.376 -0.475 2.004
H3 -3.650 1.155 2.613
H4 -6.300 1.439 -1.798
H5 -4.163 3.194 -3.647
H6 -3.544 1.607 -4.143
H7 -5.668 2.058 -4.957
H8 -1.872 2.669 -3.037
H9 -0.664 1.960 -4.498
H10 1.019 2.849 -6.048
H11 3.235 3.605 -5.097
H12 3.722 3.450 -2.771
O3 -0.789 -2.141 3.285
C15 0.344 -2.424 4.091
C16 1.194 -1.166 4.264
C17 2.062 -1.364 5.528
O4 2.927 -2.485 5.479
C18 0.322 0.047 4.577
Se1 -0.708 0.728 3.083
C19 2.171 -0.876 3.127
Se2 1.794 -1.120 1.235
H13 -1.232 -2.961 3.039
H14 0.954 -3.225 3.658
H15 0.012 -2.746 5.090
H16 1.410 -1.424 6.409
H17 2.710 -0.495 5.656
H18 2.400 -3.288 5.545
H19 0.930 0.875 4.943
H20 -0.424 -0.177 5.344
H21 3.020 -1.553 3.245
H22 2.555 0.138 3.263
C20 0.470 -4.211 0.708
C21 -0.043 -4.489 -0.670
C22 -0.814 -5.627 -0.861
C23 -1.307 -5.972 -2.107
C24 -0.979 -5.191 -3.194
C25 -0.193 -4.047 -3.058
C26 0.174 -3.353 -4.344
C27 0.240 -3.677 -1.775
N3 0.879 -2.394 -1.606
C28 1.964 -2.142 -2.217
C29 2.861 -3.150 -2.876
C30 2.423 -0.700 -2.239
C31 3.535 -0.369 -3.181
N4 1.833 0.157 -1.492
C32 2.471 1.443 -1.322
C33 1.515 3.785 -1.084
C34 0.147 4.406 -1.097
C35 2.466 4.367 -0.334
C36 3.841 3.958 -0.166
C37 4.352 2.734 -0.353
C38 3.660 1.496 -0.690
C39 4.479 0.299 -0.267
H23 0.486 -5.140 1.280
H24 -0.153 -3.477 1.219
H25 1.473 -3.794 0.700
H26 -1.025 -6.253 -0.003
H27 -1.929 -6.849 -2.227
H28 -1.330 -5.459 -4.183
H29 0.865 -3.986 -4.907
H30 0.646 -2.384 -4.219
H31 -0.709 -3.196 -4.963
H32 2.446 -4.149 -2.783
H33 3.839 -3.128 -2.388
H34 3.027 -2.930 -3.929
H35 3.250 -0.706 -4.181
H36 4.452 -0.895 -2.916
H37 3.727 0.699 -3.225
H38 -0.199 4.551 -2.123
H39 0.167 5.371 -0.592
H40 -0.591 3.778 -0.595
H41 2.186 5.274 0.191
H42 4.523 4.718 0.196
H43 5.406 2.605 -0.133
H44 4.758 0.390 0.783
H45 5.406 0.297 -0.849
H46 3.981 -0.659 -0.374
O5 -3.506 -2.357 -0.556
C40 -2.576 -1.816 -1.089
O6 -1.479 -1.443 -0.403
C41 -2.551 -1.500 -2.557
C42 -3.733 -1.713 -3.266
C43 -3.808 -1.404 -4.612
C44 -2.697 -0.877 -5.264
C45 -1.520 -0.661 -4.566
C46 -1.452 -0.976 -3.214
H47 -4.585 -2.108 -2.730
H48 -4.733 -1.561 -5.149
H49 -2.750 -0.640 -6.320
H50 -0.647 -0.271 -5.070
H51 -0.486 -0.851 -2.727

Results of the Löwdin charge analysis, in e, for atoms 1 through 5: Zr 1.5310; C -0.0342; C -0.2668; N 0.1258; C -0.0796